[1]
Molecular formula: C13H20I2Pb
Method: DFT, the ωB97M-V functional and the def2-TZVPD basis

```
36
Properties=species:S:1:pos:R:3:forces:R:3
Pb 0.830656 0.614732 -0.017502 -0.598 0.089 0.032
C -2.889802 2.539537 -0.676468 -0.067 0.065 -0.051
C -2.066902 1.846678 0.361460 0.158 -0.174 0.107
C -1.245141 2.569548 1.240666 -0.020 -0.057 -0.037
C -0.552587 1.934609 2.266730 -0.123 -0.071 0.054
C -0.654390 0.543665 2.434372 -0.297 0.134 0.148
C -1.501925 -0.185233 1.588468 0.091 0.073 0.075
C -2.170378 0.456045 0.548328 -0.053 0.089 0.046
H -2.371172 3.398742 -1.099576 -0.008 -0.006 -0.012
H -3.807017 2.912834 -0.213767 0.015 0.007 0.000
H -3.185807 1.864071 -1.476987 0.027 0.012 -0.018
H -1.191498 3.647497 1.147466 0.020 0.005 -0.009
H -0.002801 2.524153 2.989668 0.134 -0.021 -0.084
H -0.222187 0.071026 3.307182 0.156 -0.035 -0.087
H -1.684225 -1.233261 1.788792 0.079 -0.039 -0.096
H -2.857386 -0.105403 -0.074007 0.048 -0.016 -0.045
I 3.947736 0.711713 0.081957 0.482 0.227 0.032
C 4.104431 2.835794 -0.241066 -0.321 -0.062 -0.031
I 2.233100 3.703339 -0.805874 0.303 -0.078 0.058
H 4.818576 2.989078 -1.041272 -0.040 -0.089 -0.051
H 4.437735 3.285607 0.686119 -0.056 -0.053 0.041
C -0.819491 -3.159728 -0.361530 -0.061 -0.057 -0.011
C 0.565219 -2.605400 -0.408070 0.079 0.265 0.106
C 1.553487 -3.204392 0.536429 0.034 -0.028 -0.004
C 0.120580 -1.224402 -2.506522 0.095 0.030 0.206
C 0.954502 -1.668662 -1.317131 -0.014 -0.474 -0.475
H -0.883587 -3.976696 -1.088894 -0.006 0.005 -0.004
H -1.583795 -2.433388 -0.633248 0.002 0.000 -0.015
H -1.051689 -3.594729 0.609177 0.006 0.042 0.018
H 1.739082 -4.239125 0.231976 0.000 -0.006 0.036
H 1.162211 -3.252585 1.553772 -0.004 0.020 0.000
H 2.507399 -2.676926 0.534123 0.026 -0.046 -0.018
H -0.744953 -1.866146 -2.653109 -0.039 0.056 -0.010
H 0.730871 -1.264945 -3.407453 -0.024 0.012 -0.021
H -0.252551 -0.190692 -2.437149 -0.045 0.003 -0.070
H 2.033699 -1.566966 -1.447048 0.021 0.176 0.189
```
Positions in Å, forces in eV/Å.

Summary:
Maximum force ... 0.7 eV/A
Charge ... +2
Orbital gap ... 8.11 eV
Energy relative to the best compared isomer or geometry (same formula, charge and spin) ... 0.0346 eV
HOMO energy ... -15.9 eV

***

[2]
Molecular formula: C2H36O17
Method: DFT, the ωB97M-V functional and the def2-TZVPD basis

```
55
Properties=species:S:1:pos:R:3:forces:R:3
C 2.001734 -1.135540 -1.872546 2.662 -0.887 -0.912
C 0.696977 -1.037635 -1.857591 -1.358 0.049 0.223
O -0.271288 -0.578286 -0.941391 2.065 2.298 1.163
H 2.618915 -1.498193 -2.777817 -1.919 0.358 1.046
H 2.755607 -1.075201 -1.112847 -0.510 0.664 0.682
H 0.179404 -1.479317 -2.664508 -0.626 -0.051 -1.108
H 0.410326 1.937194 1.091732 0.597 0.803 1.391
H 0.174301 -0.712320 2.441101 0.690 -0.570 0.689
H 0.563546 -0.857213 4.024623 0.051 -0.245 -0.597
O 0.138283 -0.324136 3.346862 -1.016 0.478 0.718
H 4.884729 0.379622 0.556587 -1.442 0.028 -1.001
H 3.511114 -0.145353 0.044468 -0.855 -1.592 0.468
O 4.147658 0.514771 -0.106542 2.472 1.671 0.286
H -1.813891 -0.382976 -2.957938 0.644 0.572 1.051
H -3.156950 -0.853035 -3.360655 0.457 0.046 -0.038
O -2.242482 -0.788886 -3.690120 -0.934 -0.610 -1.134
H -1.192589 -3.355382 3.429777 0.096 -0.544 -0.665
H -1.637308 -4.116151 2.130622 0.454 0.613 0.378
O -0.845812 -3.809922 2.633816 -0.441 -0.034 0.770
H -3.539997 0.666958 2.084791 0.311 -0.716 -0.658
H -2.125379 0.310572 1.864724 2.498 0.555 0.623
O -2.964281 0.031772 1.602106 -2.722 0.009 0.078
H 2.250906 1.873093 -1.713456 0.209 -0.341 -0.046
H 3.048849 2.192049 -2.990921 -0.010 -0.138 0.181
O 2.168247 2.235284 -2.602263 0.155 0.275 -0.095
H -2.077781 2.131411 -3.374982 -0.222 -0.581 -0.750
H -1.029925 1.641663 -4.469053 -0.524 -0.294 -0.144
O -1.159033 2.094116 -3.637297 0.753 0.893 0.962
H 3.657773 -0.490370 3.253165 -0.008 0.122 -0.579
H 3.366667 0.151281 1.841286 0.772 -0.231 1.538
O 4.032615 0.087888 2.573487 -0.588 0.451 -0.291
H -0.038938 -1.613250 0.546263 -0.232 -0.223 -0.340
H -0.081230 -2.580932 1.874463 -0.037 0.048 -0.876
O 0.433130 -1.914430 1.337513 -0.218 -0.088 0.442
H -0.073214 2.857706 -0.212982 0.824 -0.116 0.394
H 0.018178 0.349899 -0.469863 -0.718 -2.247 -1.418
O -0.054707 1.996918 0.270488 -1.428 -1.269 -1.941
H 1.206968 2.721162 3.200193 1.220 2.591 1.447
H 0.237994 1.501274 3.436948 1.871 0.867 -1.830
O 0.856017 1.997340 2.774694 -2.558 -2.979 0.238
H -3.449882 -3.735104 0.384675 -0.257 -0.156 -0.515
H -3.499019 -2.617694 1.420326 -0.053 0.437 0.061
O -3.078951 -3.453058 1.213900 0.094 -0.207 0.241
H -3.649399 0.690510 -0.992088 -0.006 -2.771 -1.245
H -3.076425 -0.762286 -0.790372 -0.723 0.506 -0.703
O -3.702545 -0.293509 -1.394541 0.473 1.670 1.904
H 2.034472 -2.307741 1.263738 0.914 0.568 -0.094
H 3.321530 -3.088407 1.596666 -0.151 1.753 -0.594
O 3.026571 -2.171617 1.314678 -0.465 -2.397 0.488
H 1.384448 3.803540 -1.463665 -2.215 -0.241 -1.244
H -0.145029 3.617472 -2.199817 1.317 -0.329 -0.460
O 0.387526 3.926351 -1.453256 0.540 0.860 1.391
H -2.932593 2.598644 -1.635773 0.293 -0.224 0.751
H -2.006038 1.916960 -0.547895 0.858 -0.022 0.079
O -2.907497 2.120526 -0.788473 -1.053 0.918 -0.401
```
Positions in Å, forces in eV/Å.

Summary:
Maximum force ... 3.9 eV/A
Orbital gap ... 9.29 eV
HOMO energy ... -9.3 eV